[1]
Entry from OMol25: a molecular structure, C41H62NO19 (wB97M-V/def2-TZVPD).

The geometry in XYZ format:
```
123
Properties=species:S:1:pos:R:3
C 37.11600 16.67200 35.23100
N 38.34300 17.39100 35.65400
C 39.25400 16.50700 36.27700
C 38.97000 18.14200 34.43700
C 38.01100 18.36300 36.77800
C 39.12100 19.28500 37.29600
O 38.44800 20.13000 38.15200
H 37.52700 15.80200 34.75100
H 36.50900 17.22600 34.61600
H 36.78100 16.20800 36.17000
H 40.17700 16.87900 36.65400
H 39.71400 15.76900 35.63600
H 38.86000 15.82900 37.14400
H 39.45300 17.41600 33.59700
H 39.98200 18.63700 34.65600
H 38.20900 18.82700 33.78900
H 37.42700 17.93300 37.58700
H 37.14200 18.90400 36.30600
H 39.61400 19.90900 36.49000
H 39.71800 19.06700 37.92700
H 38.16200 19.69800 38.98100
C 38.92600 15.91900 30.84600
C 37.50000 16.37000 30.92200
C 36.59800 16.29500 29.80700
O 35.33900 16.64700 29.82000
C 37.05900 15.76700 28.54100
C 38.37600 15.10600 28.54300
C 39.41300 15.31200 29.59100
O 40.58300 15.01000 29.53700
O 38.73200 14.36100 27.50200
O 37.11600 16.93800 32.07900
H 39.53100 16.30600 31.81500
H 36.27200 15.61100 27.83200
H 38.07700 14.24800 26.88200
H 36.20200 16.89600 32.11500
C 34.37400 17.54100 39.10600
C 34.64800 16.17800 38.46000
C 33.60500 15.40500 37.77800
O 33.90100 14.26400 37.39500
C 32.30900 16.00900 37.77900
C 32.04100 17.46900 38.21600
C 33.14000 18.22100 38.92100
O 32.99600 19.34600 39.46100
O 30.85800 18.20100 37.96900
O 35.90000 15.53100 38.64500
H 35.09000 18.03200 39.69700
H 31.43100 15.91300 37.19900
H 30.95300 19.13400 37.98500
H 36.04800 14.93100 38.14700
C 37.23300 19.24300 28.67500
C 38.74000 18.93300 28.50300
C 39.64400 19.24900 29.60300
O 40.83700 18.85500 29.57600
C 39.16800 20.09700 30.68700
C 37.66800 20.38900 30.87100
C 36.78800 19.97400 29.79500
O 35.56800 20.17200 29.97600
O 37.23600 20.97400 32.04700
O 39.31700 18.50500 27.40500
H 36.79000 19.12500 27.87200
H 39.74300 20.21300 31.48600
H 38.24200 21.10000 32.22300
H 40.30000 18.36900 27.63300
C 33.81000 20.58300 33.59100
C 34.59400 20.37000 34.85500
O 34.32300 19.48300 35.60700
C 35.66300 21.36400 35.27600
H 33.33900 21.50800 33.45800
H 33.30200 19.72900 33.39900
H 34.61200 20.59800 32.51400
H 36.33400 20.94000 36.11500
H 35.33600 22.29900 35.59400
H 36.44200 21.66600 34.68100
C 38.63000 12.24000 35.76900
C 37.15600 12.66700 36.15000
O 36.90200 13.68800 36.67300
C 36.10000 11.56000 35.69300
H 38.94900 11.45500 36.27400
H 39.36600 13.11900 35.85000
H 38.58500 12.11700 34.70000
H 35.77900 10.84500 36.45700
H 36.21600 11.12900 34.82800
H 35.19100 12.21900 35.49200
C 36.10600 19.28100 43.62900
C 37.40400 19.58300 42.89800
O 37.57700 19.14900 41.83000
C 38.26800 20.76000 43.33400
H 35.60600 18.56900 42.99800
H 35.59100 20.21700 43.71300
H 36.31400 18.96600 44.48800
H 38.96800 20.52000 44.28100
H 37.80500 21.61700 43.47900
H 38.75100 20.81500 42.46300
C 41.37200 21.54700 34.51100
C 39.86600 22.06800 34.58200
O 39.17000 21.87300 33.65200
C 39.45800 23.11800 35.65800
H 42.00000 22.25100 34.16400
H 41.58600 20.71100 33.81500
H 41.53900 21.35900 35.60300
H 40.34700 23.77700 35.78800
H 39.36000 22.66400 36.71700
H 38.49200 23.58600 35.34000
C 35.33500 21.77000 39.27200
C 35.68800 23.12900 38.76700
O 36.81100 23.35300 38.31300
C 34.59100 24.20200 38.86500
H 34.59400 21.38200 38.66000
H 34.73700 21.80800 40.11000
H 36.25600 21.15400 39.21400
H 34.82500 25.05900 38.30500
H 34.90800 24.66600 39.85100
H 33.47300 23.82900 38.78800
C 34.32100 14.73700 34.06500
C 33.79700 16.06400 33.59500
O 34.23200 16.72700 32.69300
C 32.58700 16.67300 34.26400
H 35.28800 14.77200 34.46100
H 34.30400 14.00000 33.47500
H 33.66300 14.51400 34.82800
H 32.22600 17.46900 33.66700
H 32.65700 17.05400 35.21300
H 31.85300 16.00000 34.37500
```

Computed properties:
Highest occupied orbital energy   -10.756 eV
Lowest unoccupied orbital energy   -4.4 eV
Gap between HOMO and LUMO   6.308 eV
Charge   +1
Energy relative to the best compared isomer or geometry (same formula, charge and spin)   474.6 kJ/mol

[2]
Entry from OMol25: a molecular structure, C10H20ClFeRh (wB97M-V/def2-TZVPD).

The geometry in XYZ format:
```
33
Properties=species:S:1:pos:R:3
Rh -2.35472 1.16224 -3.44787
Cl -1.79867 1.23655 -1.05447
C -2.87896 -0.13884 -4.80406
C -2.26004 3.11411 -3.97801
H -2.64786 0.31028 -5.77668
H -2.23254 -1.00581 -4.60284
H -3.94128 -0.40928 -4.72607
H -2.11083 3.14390 -5.06716
H -1.37832 3.49966 -3.44293
H -3.16986 3.66316 -3.68468
Fe -0.43929 -0.02811 0.12031
C -1.22635 -1.75360 -0.09014
C 1.53720 -0.15490 0.01955
H -1.17865 -1.88728 -1.19311
H -0.64481 -2.51091 0.46274
H -2.29024 -1.69253 0.18914
H 2.03874 0.70629 -0.44534
H 1.83041 -1.11526 -0.41287
C 3.07199 0.72315 4.26580
C 2.32816 -0.58180 3.91385
C 3.35090 -1.74924 3.84337
C 1.29548 -0.88018 5.01081
C 1.50897 -0.34871 2.66989
C 1.30877 -0.20307 1.43217
H 3.60407 0.63358 5.22147
H 2.34785 1.53806 4.35487
H 3.80023 0.98703 3.49031
H 3.87470 -1.84956 4.80776
H 2.85614 -2.70607 3.64720
H 4.11818 -1.58932 3.07685
H 0.59331 -0.04160 5.04294
H 0.74739 -1.79011 4.74701
H 1.73404 -1.00975 6.00845
```

Computed properties:
Highest occupied orbital energy (spin up / spin down)   -0.670 / -5.455 eV
Lowest unoccupied orbital energy (spin up / spin down)   3.0 / 2.4 eV
Gap between HOMO and LUMO (spin up / spin down)   3.664 / 7.903 eV
Charge   -1
Energy relative to the best compared isomer or geometry (same formula, charge and spin)   17.1 kJ/mol
Spin multiplicity   10

[3]
Entry from OMol25: 5 unconnected molecules or ions with the total composition C26H35BBr2O9 (wB97M-V/def2-TZVPD).

The geometry in XYZ format:
```
73
Properties=species:S:1:pos:R:3
C -1.87908 1.03684 -1.47009
C -0.69749 0.60693 -2.28033
Br -0.34839 1.80219 -3.71440
C 0.06443 -0.48016 -2.12553
Br -0.38354 -1.66960 -0.69638
B 1.27762 -1.00179 -2.93669
C 2.49931 -0.11911 -3.40635
O 3.03208 0.62718 -2.30381
C 2.80871 1.98272 -2.30054
C 3.20458 2.78159 -3.36007
C 2.96782 4.14841 -3.31370
C 2.36075 4.71958 -2.20099
C 1.98203 3.91083 -1.14335
C 2.20233 2.54090 -1.18434
H -2.29705 0.21193 -0.89938
H -1.58929 1.85747 -0.80827
H -2.65500 1.42881 -2.12899
H 1.29886 -2.17331 -3.16099
H 2.21172 0.52330 -4.24594
H 3.29854 -0.76219 -3.78542
H 3.67986 2.33420 -4.22461
H 3.26580 4.77761 -4.14488
H 2.19088 5.78799 -2.16230
H 1.49740 4.34810 -0.27922
H 1.90491 1.88726 -0.37179
O -3.90663 -6.18820 1.98326
C -3.27812 -5.18063 2.13431
C -2.00205 -4.97232 2.92847
C -1.93114 -3.44904 3.05207
C -2.65786 -2.99912 1.79248
O -3.64064 -4.01812 1.53739
H -1.17272 -5.37272 2.35086
H -2.05377 -5.48459 3.88271
H -0.92145 -3.04917 3.12123
H -2.48491 -3.12302 3.93539
H -1.98632 -2.93944 0.93327
H -3.16281 -2.04309 1.90561
O -0.80980 -7.67751 2.86949
C -0.65579 -8.18795 1.79965
C -1.72107 -8.72429 0.86467
C -0.91118 -9.57789 -0.11062
C 0.43963 -8.87054 -0.09427
O 0.56657 -8.32921 1.23210
H -2.20472 -7.87605 0.37781
H -2.46641 -9.28106 1.42399
H -1.34103 -9.65030 -1.10729
H -0.80307 -10.58859 0.28531
H 0.48244 -8.04411 -0.80704
H 1.28066 -9.53507 -0.27562
O 0.28333 -0.18156 3.15632
C -0.65136 0.00221 3.87471
C -0.65779 0.51731 5.30195
C -2.05608 0.14249 5.79163
C -2.85739 0.16798 4.49472
O -1.92925 -0.22575 3.47026
H -0.50348 1.59703 5.27411
H 0.14134 0.05334 5.87246
H -2.45854 0.80663 6.55323
H -2.04424 -0.86973 6.19786
H -3.22816 1.16724 4.25641
H -3.69320 -0.52788 4.48851
O 3.43665 7.94888 -1.24993
C 2.76654 8.50936 -2.06246
C 3.14180 9.69028 -2.93832
C 1.78630 10.18370 -3.44024
C 0.96397 8.89996 -3.43000
O 1.49654 8.11655 -2.34826
H 3.77544 9.32462 -3.74787
H 3.68738 10.42932 -2.35915
H 1.81456 10.66244 -4.41656
H 1.36778 10.89482 -2.72708
H 1.07409 8.32763 -4.35362
H -0.09358 9.06899 -3.24398
```

Computed properties:
Highest occupied orbital energy   -8.340 eV
Lowest unoccupied orbital energy   -0.1 eV
SMILES   C/C(Br)=C(\Br)BCOc1ccccc1.O=C1CCCO1.O=C1CCCO1.O=C1CCCO1.O=C1CCCO1
Gap between HOMO and LUMO   8.195 eV